87
Properties=species:S:1:pos:R:3 method="wB97M-V/def2-TZVPD" homo_lumo_gap_ha="0.2951 / 0.2446" s_squared=2.007 multiplicity=3
Pd -0.3947 1.7233 0.6222
C 2.6249 -0.6676 -2.4456
C 3.2476 -0.4888 -1.0675
C 4.0546 0.8051 -1.0220
C 4.1329 -1.6806 -0.7178
O 2.1356 -0.4178 -0.1642
Si 2.0298 -0.2359 1.4599
S -0.0214 -0.1709 1.9160
O 2.8217 -1.4344 2.2553
C 2.4346 -2.7472 2.6850
C 1.5813 -3.4360 1.6243
C 3.7388 -3.5084 2.8866
C 1.6748 -2.6345 4.0008
O 2.7808 1.1753 1.8150
C 3.2573 1.7217 3.0511
C 4.6176 1.1062 3.3575
C 2.2718 1.4536 4.1824
C 3.3829 3.2195 2.8058
H 3.3988 -0.6976 -3.2150
H 1.9483 0.1643 -2.6497
H 2.0486 -1.5936 -2.4824
H 4.8651 0.7568 -1.7521
H 4.4767 0.9633 -0.0304
H 3.4069 1.6491 -1.2627
H 4.9337 -1.7851 -1.4521
H 3.5433 -2.5980 -0.7142
H 4.5772 -1.5509 0.2698
H 2.1245 -3.4945 0.6810
H 0.6537 -2.8852 1.4584
H 1.3315 -4.4482 1.9465
H 4.2830 -3.5758 1.9436
H 3.5408 -4.5172 3.2527
H 4.3654 -2.9880 3.6120
H 0.7643 -2.0494 3.8699
H 2.2986 -2.1502 4.7538
H 1.4043 -3.6284 4.3628
H 4.5193 0.0279 3.4837
H 5.0369 1.5362 4.2689
H 5.3067 1.2981 2.5327
H 2.1659 0.3817 4.3571
H 1.2902 1.8592 3.9347
H 2.6264 1.9199 5.1032
H 4.0814 3.4005 1.9858
H 3.7508 3.7271 3.6994
H 2.4103 3.6337 2.5336
C -4.5948 -0.2587 -0.1149
S -2.8888 -0.3018 0.4489
O -2.6310 1.1218 0.8984
C -2.1441 -0.4884 -1.1695
C -2.0935 0.6031 -2.0214
C -1.4870 0.4607 -3.2601
C -0.9404 -0.7614 -3.6291
C -0.9884 -1.8437 -2.7588
C -1.5833 -1.7070 -1.5153
H -4.7156 0.5746 -0.8047
H -5.2231 -0.1195 0.7630
H -4.8198 -1.2073 -0.5994
H -2.4991 1.5556 -1.6966
H -1.4242 1.3082 -3.9307
H -0.4560 -0.8653 -4.5913
H -0.5399 -2.7873 -3.0402
H -1.5929 -2.5277 -0.8082
C 0.1894 5.2735 -3.7882
C -0.7443 5.6757 -2.6633
C -2.0146 4.8493 -2.6191
O -0.0074 5.6663 -1.4054
P 0.1803 4.4693 -0.3794
S -1.3818 4.0133 0.7582
S 0.6993 2.7518 -1.3015
O 1.2861 5.0596 0.5800
C 2.5576 5.6889 0.2517
C 2.3494 7.1476 -0.1029
C 3.3243 4.9139 -0.8004
H -0.2878 5.4627 -4.7504
H 0.4357 4.2140 -3.7182
H 1.1104 5.8552 -3.7404
H -1.0098 6.7283 -2.7689
H -1.7866 3.7897 -2.4954
H -2.5428 4.9861 -3.5642
H -2.6651 5.1638 -1.8049
H 3.0923 5.6252 1.2001
H 1.8954 7.2524 -1.0869
H 3.3140 7.6572 -0.1047
H 1.7056 7.6278 0.6335
H 2.8232 4.9579 -1.7690
H 3.4336 3.8693 -0.5095
H 4.3169 5.3542 -0.9085

90
Properties=species:S:1:pos:R:3 method="wB97M-V/def2-TZVPD" homo_lumo_gap_ha=0.2189 total_charge=-1
B -1.7167 -0.6061 -2.8624
O -0.3429 -1.1006 -3.2898
C 0.2064 -0.2794 -4.2048
O 0.4358 -0.6540 -5.3436
C 0.5394 1.2016 -3.7757
C -0.4596 2.2906 -3.8648
C -0.2038 3.6606 -3.4467
C 1.1472 3.9773 -2.9121
C 2.1537 2.9129 -2.8500
C 1.8775 1.5226 -3.2697
H -2.1683 0.0190 -3.8098
H -2.4795 -1.4771 -2.5462
H -1.6511 0.1989 -1.9605
H -1.4653 1.9848 -4.2507
H -1.0213 4.4182 -3.5164
H 1.3319 5.0239 -2.5753
H 3.1571 3.1833 -2.4386
H 2.6802 0.7564 -3.1838
C -2.7466 0.6077 1.9190
C -1.9633 1.1219 0.7351
O -2.3842 1.0495 -0.4057
N -0.7439 1.6815 0.9782
C -0.0777 1.8566 2.2563
H -3.6927 0.1899 1.5810
H -2.1816 -0.1773 2.4266
H -2.9550 1.4270 2.6111
H -0.2736 2.0024 0.1440
H 0.1078 2.9150 2.4072
H 0.8763 1.3238 2.2251
H -0.6726 1.4763 3.0828
C 2.2183 5.6238 5.2961
C 1.8596 5.0220 3.9602
O 1.0391 4.1247 3.8499
N 2.4874 5.5151 2.8575
C 3.4799 6.5686 2.7963
H 1.6449 5.1372 6.0814
H 3.2811 5.4768 5.4987
H 1.9814 6.6897 5.3012
H 2.2045 5.0714 1.9956
H 3.0997 7.3699 2.1597
H 4.3929 6.1629 2.3564
H 3.7061 6.9711 3.7798
C 0.5321 -3.6747 -1.4545
C 0.5587 -4.7892 -0.4410
O 1.1074 -4.6729 0.6505
N -0.0563 -5.9564 -0.7756
C -0.7481 -6.2695 -2.0078
H 1.0552 -2.8067 -1.0619
H 1.0295 -3.9941 -2.3724
H -0.4995 -3.3889 -1.6695
H -0.0054 -6.6666 -0.0567
H -1.7827 -6.5280 -1.7717
H -0.2603 -7.1296 -2.4729
H -0.7387 -5.4343 -2.7030
C -5.9939 2.5589 5.1021
C -5.2550 1.2483 4.9965
O -4.1671 1.0707 5.5219
N -5.8438 0.2474 4.2858
C -7.1202 0.2788 3.6005
H -5.4103 3.2603 5.6934
H -6.1453 2.9832 4.1076
H -6.9572 2.4060 5.5934
H -5.3005 -0.6024 4.2516
H -7.7607 -0.5003 4.0192
H -6.9525 0.0747 2.5413
H -7.6138 1.2409 3.7047
C 2.2126 -8.0380 3.0513
C 0.8401 -8.3747 2.5290
O 0.5534 -8.2758 1.3469
N -0.0909 -8.7998 3.4273
C 0.0693 -8.9754 4.8561
H 2.8464 -7.7146 2.2295
H 2.1459 -7.2272 3.7790
H 2.6627 -8.9194 3.5137
H -0.9880 -9.0082 3.0153
H -0.1370 -10.0186 5.1053
H -0.6500 -8.3343 5.3695
H 1.0724 -8.7214 5.1863
C 4.9100 4.2753 -7.1508
C 4.0829 3.4650 -6.1818
O 4.0891 3.6792 -4.9801
N 3.3118 2.4674 -6.6897
C 3.1743 2.0668 -8.0742
H 5.4715 5.0320 -6.6077
H 5.6155 3.6261 -7.6735
H 4.2587 4.7748 -7.8710
H 2.7820 1.9638 -5.9885
H 2.1262 2.1653 -8.3630
H 3.4752 1.0215 -8.1665
H 3.7861 2.6744 -8.7361

109
Properties=species:S:1:pos:R:3 method="wB97M-V/def2-TZVPD" homo_lumo_gap_ha="0.3480 / 0.0914" s_squared=3.758 multiplicity=4 total_charge=+2
Pd 0.1873 0.4489 1.6712
P -0.9690 0.5008 -1.2863
F 0.4721 0.6832 -0.5508
F -0.4585 1.1554 -2.6495
F -0.7479 -1.0527 -1.8137
F -2.4744 0.2016 -1.8080
F -1.2847 -0.1187 0.2095
F -1.5929 1.8684 -0.6622
C 3.1874 -1.6810 3.1739
O 2.8979 -2.6716 2.2121
C 1.9282 -2.4793 1.3298
O 1.3130 -1.4408 1.1233
O 1.7172 -3.6477 0.6796
C 0.6749 -3.7681 -0.2911
H 4.1538 -1.7496 3.6733
H 2.3973 -1.7983 3.9156
H 3.0789 -0.6471 2.8463
H -0.2449 -3.5149 0.2362
H 0.6790 -4.7898 -0.6710
H 0.8003 -3.0974 -1.1411
C -7.8461 1.3619 1.5168
O -7.2868 0.9959 0.2429
C -6.6911 -0.1267 0.1091
O -6.6275 -1.0815 0.8395
O -6.1675 -0.0697 -1.0893
C -5.2502 -1.0398 -1.5283
H -7.0260 1.7329 2.1314
H -8.2629 0.4519 1.9484
H -8.6696 2.0672 1.4043
H -4.7311 -0.5071 -2.3251
H -5.7970 -1.9006 -1.9131
H -4.4254 -1.3617 -0.8925
C 0.9121 4.1293 -0.6240
O 1.0304 4.5462 0.7106
C 0.6199 3.7441 1.6405
O 0.2510 2.5703 1.5501
O 0.6216 4.4775 2.7812
C 0.4033 3.8832 4.0153
H -0.1062 4.1508 -1.0123
H 1.2503 3.0984 -0.7291
H 1.5607 4.8253 -1.1559
H 0.9683 2.9552 4.1027
H -0.6586 3.7303 4.2075
H 0.6253 4.5217 4.8703
C 0.6316 2.8803 -4.6278
O 1.7825 2.2193 -4.0367
C 2.6068 1.5773 -4.8212
O 2.4695 1.4810 -6.0638
O 3.7461 1.2098 -4.1834
C 4.7811 0.5657 -4.8852
H 0.9110 3.7424 -5.2334
H -0.1243 2.9819 -3.8490
H 0.1955 2.2075 -5.3662
H 4.5133 -0.3033 -5.4862
H 5.3648 0.1279 -4.0754
H 5.3796 1.2446 -5.4928
C -3.3946 -2.2863 1.0957
O -2.8127 -2.8810 2.2306
C -1.6835 -2.4175 2.7413
O -1.0465 -1.5060 2.3110
O -1.3746 -3.2483 3.7852
C -0.2295 -2.9462 4.6272
H -2.7324 -2.4782 0.2514
H -3.5308 -1.2098 1.1989
H -4.3352 -2.8178 0.9508
H 0.7058 -3.0029 4.0704
H -0.1734 -3.4517 5.5913
H -0.2278 -1.8811 4.8590
C 2.1046 -1.5997 -3.2794
O 2.9972 -2.1879 -2.3999
C 3.3874 -3.4326 -2.6755
O 3.0528 -4.0875 -3.6387
O 4.2452 -3.7219 -1.7487
C 4.8479 -5.0688 -1.7024
H 1.6452 -0.8070 -2.6889
H 1.2885 -2.2161 -3.6565
H 2.5108 -1.0239 -4.1110
H 5.5157 -5.2177 -2.5509
H 4.0115 -5.7675 -1.6845
H 5.4463 -5.2949 -0.8198
C 4.2042 0.8864 -1.1703
O 4.6393 1.1436 0.1549
C 3.8217 1.3113 1.0912
O 2.6548 0.9625 1.0872
O 4.4810 1.9488 2.0864
C 3.9469 2.0438 3.4217
H 3.5039 0.0643 -1.3178
H 5.0730 0.8081 -1.8239
H 3.7308 1.7914 -1.5510
H 3.9647 1.0101 3.7670
H 2.9371 2.4505 3.3672
H 4.6028 2.6051 4.0872
C -2.1231 1.1938 5.0794
O -3.1379 1.6491 4.2037
C -2.9110 1.6271 2.8505
O -1.8469 1.1947 2.3169
O -4.0247 2.0393 2.2101
C -4.0271 2.3066 0.8017
H -2.2178 1.7812 5.9927
H -1.0719 1.2649 4.7999
H -2.3790 0.1571 5.2982
H -4.9869 2.5524 0.3472
H -3.5969 1.5100 0.1947
H -3.2628 3.0775 0.7035
C -1.7478 -1.2115 -4.5443
Cl -3.3010 -1.2938 -5.3574
Cl -0.6054 -1.7314 -5.7770
H -1.5168 -0.1861 -4.2556
H -1.6902 -1.8952 -3.6973

94
Properties=species:S:1:pos:R:3 method="wB97M-V/def2-TZVPD" homo_lumo_gap_ha=0.2643 smiles="CNCc1c([PH2]=O)cc2nc(I)c(CCC(=O)O)nc2c1Cl.CN(C)P(=O)(N(C)C)N(C)C.CN(C)P(=O)(N(C)C)N(C)C"
C 1.5802 6.7820 -1.7905
N 0.8073 6.1067 -2.8443
C 1.6140 5.6198 -3.9776
C 1.2722 4.1576 -4.2440
C 0.4963 3.7210 -5.3624
P -0.1616 4.8940 -6.5834
O -1.5175 5.4074 -6.3016
C 0.2132 2.3976 -5.5509
C 0.7027 1.4069 -4.6778
N 0.3907 0.1053 -4.9607
C 0.9230 -0.7192 -4.1243
I 0.5513 -2.7872 -4.5229
C 1.7330 -0.3641 -2.9908
C 2.3247 -1.4106 -2.0557
C 3.5961 -0.8531 -1.3882
C 4.7776 -0.6490 -2.3195
O 5.8598 -0.4433 -1.8658
O 4.6461 -0.6872 -3.6671
N 1.9837 0.8877 -2.7183
C 1.4726 1.8102 -3.5869
C 1.7386 3.1931 -3.3795
Cl 2.6688 3.6643 -1.9905
H 1.5830 7.8728 -1.8896
H 2.6033 6.4225 -1.7384
H 1.1135 6.5530 -0.8279
H 0.1209 6.7605 -3.1927
H 2.6823 5.7314 -3.7947
H 1.3975 6.2177 -4.8614
H -0.0690 4.1999 -7.8114
H 0.8043 5.9172 -6.6754
H -0.4034 2.0897 -6.3881
H 2.6375 -2.2738 -2.6427
H 1.5813 -1.6700 -1.3014
H 3.9162 -1.5748 -0.6358
H 3.4158 0.0819 -0.8623
H 3.8801 -1.2080 -3.9393
C 0.6971 -4.3194 2.8203
N -0.1641 -4.0774 1.6893
C -0.5555 -2.6740 1.6087
P -1.2781 -5.1447 0.9219
O -1.0607 -4.6179 -0.4791
N -0.6345 -6.7396 0.6474
C 0.7759 -7.0122 0.8561
C -1.0616 -7.3211 -0.6230
N -2.0439 -5.6853 2.3513
C -2.9497 -4.7436 3.0057
C -1.7838 -6.8861 3.1185
H 0.1690 -4.2984 3.7880
H 1.4701 -3.5486 2.8602
H 1.2343 -5.2616 2.7450
H -1.2496 -2.3972 2.4145
H -1.0489 -2.4644 0.6603
H 0.3116 -2.0087 1.6576
H 1.4281 -6.2754 0.3675
H 1.0299 -8.0012 0.4710
H 1.0173 -7.0602 1.9205
H -0.4727 -6.9474 -1.4685
H -2.1105 -7.0977 -0.8206
H -0.9625 -8.4090 -0.5862
H -2.4661 -4.2460 3.8549
H -3.8505 -5.2449 3.3654
H -3.2766 -3.9723 2.3063
H -0.8486 -6.8110 3.6819
H -1.7535 -7.7758 2.4971
H -2.5875 -7.0536 3.8405
C -2.9078 3.8690 3.0173
N -2.8541 2.4473 2.7741
C -3.9675 1.7642 3.4208
P -1.4445 1.4856 2.5026
O -2.0498 0.5270 1.4976
N -0.3460 2.2017 1.3570
C -0.7304 3.3615 0.5730
C 0.2648 1.2096 0.4747
N -0.5504 2.1482 3.8027
C -0.9295 1.7215 5.1470
C 0.4194 3.2241 3.7742
H -2.6266 4.1501 4.0452
H -3.9261 4.2273 2.8539
H -2.2895 4.4358 2.3265
H -3.8592 1.7480 4.5150
H -4.0415 0.7326 3.0747
H -4.9169 2.2468 3.1772
H -1.7171 3.2475 0.1038
H 0.0001 3.5478 -0.2163
H -0.7180 4.2712 1.1783
H -0.4132 0.9273 -0.3404
H 0.5298 0.3032 1.0216
H 1.1833 1.5982 0.0323
H -1.5598 2.4695 5.6429
H -0.0504 1.5429 5.7693
H -1.4860 0.7832 5.1118
H -0.0619 4.1978 3.6440
H 1.1637 3.0887 2.9951
H 0.9749 3.2572 4.7155

102
Properties=species:S:1:pos:R:3 method="wB97M-V/def2-TZVPD" homo_lumo_gap_ha=0.2570 total_charge=-1
C -5.9255 -7.1361 -2.7930
C -4.6286 -7.7938 -1.9669
C -5.1427 -7.9914 -0.4224
N -4.2645 -7.3602 0.6343
C -3.9911 -5.8945 0.3797
C -3.5884 -4.9469 1.6979
O -3.1132 -3.6985 1.0165
P -4.1388 -3.5035 -0.4211
C -2.9508 -1.9912 -0.7317
F -1.5614 -2.5781 -0.7083
F -3.0698 -1.0572 0.4123
C -3.1771 -1.2957 -2.2094
F -3.5191 -2.2949 -3.2788
F -1.8401 -0.7313 -2.6266
F -4.1257 -0.1324 -2.1840
O -4.9901 -5.0590 -0.3077
H -5.8224 -7.4579 -3.9133
H -6.9436 -7.5856 -2.3614
H -5.9510 -5.9527 -2.6585
H -3.6483 -7.1549 -2.0850
H -4.3887 -8.8409 -2.4871
H -6.2790 -7.6697 -0.2637
H -5.1359 -9.1678 -0.2202
H -3.3599 -7.8651 0.7609
H -2.9260 -5.9474 -0.1561
H -4.6602 -4.8321 2.2089
H -2.8771 -5.4471 2.4843
H -4.9796 -2.7797 0.4980
H -5.1223 -3.0888 -1.4042
H -3.2493 -4.1557 -1.3544
C -0.7766 1.8344 -2.4463
O -0.9005 3.1241 -3.0425
C -1.7843 3.9443 -2.4198
O -2.4475 3.6670 -1.4329
O -1.8021 5.1266 -3.0857
C -2.6946 6.0950 -2.5382
H -0.0450 1.2635 -3.0247
H -0.4121 1.9182 -1.4173
H -1.7321 1.3010 -2.4777
H -2.4069 6.3491 -1.5129
H -3.7269 5.7320 -2.5733
H -2.6274 6.9998 -3.1485
C 5.1310 6.6145 -3.5711
O 3.8654 6.9464 -3.0036
C 3.1216 5.8740 -2.6321
O 3.4462 4.7023 -2.7449
O 1.9541 6.3311 -2.1132
C 1.0645 5.3053 -1.6765
H 5.6398 7.5468 -3.8312
H 5.7497 6.0754 -2.8463
H 5.0020 6.0261 -4.4853
H 1.5205 4.7139 -0.8760
H 0.7728 4.6646 -2.5149
H 0.1648 5.7843 -1.2805
C 4.6279 0.8870 0.1636
O 3.3622 1.2189 0.7311
C 2.6184 0.1465 1.1026
O 2.9430 -1.0252 0.9897
O 1.4509 0.6036 1.6215
C 0.5613 -0.4222 2.0582
H 5.1366 1.8193 -0.0966
H 5.2465 0.3479 0.8884
H 4.4988 0.2986 -0.7506
H 1.0173 -1.0136 2.8587
H 0.2696 -1.0629 1.2198
H -0.3384 0.0567 2.4542
C 5.8866 2.7442 6.2512
O 4.6162 2.2060 5.8898
C 4.0702 2.7617 4.7787
O 4.5679 3.6472 4.1011
O 2.8744 2.1615 4.5524
C 2.1807 2.6493 3.4056
H 6.2287 2.2274 7.1521
H 6.6193 2.5717 5.4562
H 5.8033 3.8121 6.4776
H 2.7652 2.4730 2.4969
H 1.9492 3.7134 3.5183
H 1.2392 2.0997 3.3211
C 5.9832 -1.4204 -4.7764
O 5.8592 -0.1307 -5.3726
C 4.9755 0.6895 -4.7499
O 4.3123 0.4122 -3.7630
O 4.9577 1.8718 -5.4158
C 4.0651 2.8402 -4.8683
H 6.7148 -1.9912 -5.3548
H 6.3477 -1.3366 -3.7474
H 5.0276 -1.9538 -4.8078
H 4.3528 3.0943 -3.8430
H 3.0329 2.4772 -4.9034
H 4.1324 3.7450 -5.4786
C -3.0670 -1.9325 3.9788
O -3.4310 -1.6152 5.3208
C -2.5481 -0.8093 5.9631
O -1.5146 -0.3597 5.4934
O -3.0145 -0.5905 7.2184
C -2.1809 0.2479 8.0163
H -3.8429 -2.5809 3.5624
H -3.0128 -1.0251 3.3687
H -2.1160 -2.4743 3.9545
H -2.0912 1.2425 7.5676
H -1.1944 -0.2067 8.1534
H -2.6498 0.3546 8.9982